DFT (ωB97M-V/def2-TZVPD) results for an isolated ion of composition O4PS and charge -1.

XYZ file:
```
6
Properties=species:S:1:pos:R:3:forces:R:3:mulliken_charge:R:1
O -0.38654 2.17449 -0.27888 -0.1 0.1 0.5 -0.4915
S -0.00038 0.97112 -0.96046 0.2 -1.1 -0.3 0.5860
P 0.24877 -1.34342 -0.01183 -0.9 -0.8 6.8 0.3069
O -0.01956 -1.65083 1.99517 0.8 1.1 -6.9 -0.8148
O -1.02381 -0.28668 -0.59941 1.1 0.5 0.2 -0.2971
O 1.18152 0.13531 -0.14459 -1.2 0.1 -0.4 -0.2895
```
Positions in Å, forces in eV/Å.

* E_HOMO: -3.90 eV
* max |F|: 0.1368 Eh/bohr
* energy above the lowest of the compared OMol25 structures with the same formula, charge and spin: 338.1 kJ/mol
* net charge: -1
* orbital gap: 7.3783 eV

DFT (ωB97M-V/def2-TZVPD) results for one molecule with the formula O4S2.

XYZ file:
```
6
Properties=species:S:1:pos:R:3:forces:R:3:mulliken_charge:R:1
O 0.31587 -0.64746 -1.03378 0.2 -2.5 -1.8 -0.2879
O 1.43762 -0.14117 1.14158 3.0 -0.7 1.8 -0.4780
O -1.06403 -0.50157 0.79348 1.9 1.3 0.1 -0.3385
O 0.16411 1.47950 -0.31403 1.7 2.5 1.4 -0.4468
S -1.40646 -0.40826 -0.75537 -2.8 -2.3 -2.2 0.2382
S 0.55289 0.21897 0.16812 -4.0 1.7 0.7 1.3129
```
Positions in Å, forces in eV/Å.

* E_HOMO: -9.39 eV
* max |F|: 0.0865 Eh/bohr
* energy above the lowest of the compared OMol25 structures with the same formula, charge and spin: 351.5 kJ/mol
* net charge: 0
* orbital gap: 8.5617 eV

DFT (ωB97M-V/def2-TZVPD) results for an isolated ion of composition O5S2 and charge -2.

XYZ file:
```
7
Properties=species:S:1:pos:R:3:forces:R:3:mulliken_charge:R:1
O 1.71224 -0.69767 -1.03409 -0.1 0.1 0.6 -0.5644
S 1.38094 -0.20240 0.33431 1.3 0.0 -0.6 0.4152
O 2.24334 0.99028 0.66115 -1.2 -0.4 -0.2 -0.6073
S -0.96669 0.02295 0.03885 -2.9 0.8 -2.8 0.7848
O -1.59069 1.05310 0.93508 0.8 -0.6 -0.4 -0.6689
O -1.24493 -1.35581 0.50205 0.3 0.1 0.2 -0.6330
O -1.53421 0.18955 -1.43736 1.8 -0.1 3.3 -0.7264
```
Positions in Å, forces in eV/Å.

* E_HOMO: 0.58 eV
* max |F|: 0.0802 Eh/bohr
* energy above the lowest of the compared OMol25 structures with the same formula, charge and spin: 42.1 kJ/mol
* net charge: -2
* orbital gap: 5.8832 eV

DFT (ωB97M-V/def2-TZVPD) results for one molecule with the formula S2.

XYZ file:
```
2
Properties=species:S:1:pos:R:3:forces:R:3:mulliken_charge:R:1
S -0.64212 0.58759 0.43767 1.3 -1.2 -0.9 0.0000
S 0.64212 -0.58759 -0.43767 -1.3 1.2 0.9 0.0000
```
Positions in Å, forces in eV/Å.

* E_HOMO: -8.46 eV
* max |F|: 0.0375 Eh/bohr
* energy above the lowest of the compared OMol25 structures with the same formula, charge and spin: 6.4 kJ/mol
* net charge: 0
* orbital gap: 5.7475 eV

What did the first record say?
DFT (ωB97M-V/def2-TZVPD) results for an isolated ion of composition O4PS and charge -1.

XYZ file:
```
6
Properties=species:S:1:pos:R:3:forces:R:3:mulliken_charge:R:1
O -0.38654 2.17449 -0.27888 -0.1 0.1 0.5 -0.4915
S -0.00038 0.97112 -0.96046 0.2 -1.1 -0.3 0.5860
P 0.24877 -1.34342 -0.01183 -0.9 -0.8 6.8 0.3069
O -0.01956 -1.65083 1.99517 0.8 1.1 -6.9 -0.8148
O -1.02381 -0.28668 -0.59941 1.1 0.5 0.2 -0.2971
O 1.18152 0.13531 -0.14459 -1.2 0.1 -0.4 -0.2895
```
Positions in Å, forces in eV/Å.

* E_HOMO: -3.90 eV
* max |F|: 0.1368 Eh/bohr
* energy above the lowest of the compared OMol25 structures with the same formula, charge and spin: 338.1 kJ/mol
* net charge: -1
* orbital gap: 7.3783 eV

Q: Which of these has the lowest net charge?
A: O5S2

Repeat the first record exactly.
DFT (ωB97M-V/def2-TZVPD) results for an isolated ion of composition O4PS and charge -1.

XYZ file:
```
6
Properties=species:S:1:pos:R:3:forces:R:3:mulliken_charge:R:1
O -0.38654 2.17449 -0.27888 -0.1 0.1 0.5 -0.4915
S -0.00038 0.97112 -0.96046 0.2 -1.1 -0.3 0.5860
P 0.24877 -1.34342 -0.01183 -0.9 -0.8 6.8 0.3069
O -0.01956 -1.65083 1.99517 0.8 1.1 -6.9 -0.8148
O -1.02381 -0.28668 -0.59941 1.1 0.5 0.2 -0.2971
O 1.18152 0.13531 -0.14459 -1.2 0.1 -0.4 -0.2895
```
Positions in Å, forces in eV/Å.

* E_HOMO: -3.90 eV
* max |F|: 0.1368 Eh/bohr
* energy above the lowest of the compared OMol25 structures with the same formula, charge and spin: 338.1 kJ/mol
* net charge: -1
* orbital gap: 7.3783 eV